1.
This record from the Open Molecules 2025 dataset describes a molecular structure, C24H46N2PPdS5SbSi3. The level of theory is wB97M-V/def2-TZVPD.

Element x y z (Å)
1 Sb 0.13 -1.52 -0.71
2 Pd -0.28 0.63 0.69
3 S 4.63 -1.38 5.67
4 S 1.89 -1.33 4.53
5 S 2.34 0.96 0.85
6 S 3.99 -0.03 3.09
7 S -0.26 -0.79 2.58
8 P -0.86 2.30 2.25
9 Si 2.42 -1.67 -1.92
10 Si -0.08 -3.80 0.50
11 Si -1.66 -1.79 -2.55
12 N -1.10 5.85 -4.59
13 N -0.89 1.78 -1.12
14 C -0.01 -5.20 -0.76
15 C -2.05 3.64 -2.05
16 C -1.70 -0.36 -3.77
17 C 2.25 -2.87 -3.35
18 C 2.41 0.04 2.32
19 C -0.85 4.05 1.66
20 C -3.30 -1.84 -1.64
21 C -1.06 4.98 -3.86
22 C -1.95 2.59 -1.16
23 C 1.47 2.99 3.73
24 C 0.34 4.40 0.77
25 C 2.96 -0.03 -2.65
26 C -1.00 3.87 -2.93
27 C -1.73 -3.90 1.37
28 C 0.10 1.99 -1.99
29 C 0.09 3.02 -2.91
30 C 1.43 -0.59 3.00
31 C 0.07 2.38 3.82
32 C -2.59 2.03 2.79
33 C -3.23 3.10 3.67
34 C 1.35 -4.02 1.68
35 C -1.44 -3.35 -3.57
36 C 3.70 -2.29 -0.72
37 C 3.57 -0.95 4.49
38 H -0.55 2.96 4.51
39 H -1.98 0.59 -3.31
40 H 4.00 -0.16 -2.99
41 H -2.56 -3.80 0.68
42 H 1.79 -3.82 -3.06
43 H -3.26 4.07 3.18
44 H -2.25 -3.41 -4.31
45 H -2.74 2.37 -0.46
46 H 3.78 -1.65 0.16
47 H -3.35 -1.06 -0.87
48 H 0.93 3.17 -3.58
49 H 0.73 -5.05 -1.54
50 H -3.45 -2.80 -1.16
51 H 1.28 4.38 1.33
52 H 3.25 -3.10 -3.74
53 H -2.58 1.06 3.28
54 H 0.23 5.39 0.34
55 H 0.46 3.68 -0.04
56 H -4.25 2.82 3.92
57 H -3.18 1.89 1.88
58 H 0.26 -6.12 -0.22
59 H -2.69 3.22 4.61
60 H 1.42 4.08 3.64
61 H 2.02 2.77 4.64
62 H 1.13 -4.86 2.33
63 H 0.94 1.31 -1.93
64 H 0.10 1.36 4.21
65 H 1.52 -3.14 2.30
66 H 3.49 -3.31 -0.39
67 H -2.93 4.28 -2.05
68 H 2.03 2.60 2.89
69 H -0.50 -3.34 -4.11
70 H -0.88 4.69 2.54
71 H 4.67 -2.31 -1.22
72 H -1.48 -4.25 -2.96
73 H -0.75 -0.23 -4.29
74 H -1.79 4.22 1.12
75 H 1.66 -2.44 -4.16
76 H -0.98 -5.37 -1.23
77 H 2.36 0.25 -3.52
78 H 2.96 0.77 -1.91
79 H -1.82 -3.14 2.15
80 H -1.80 -4.89 1.84
81 H -2.46 -0.60 -4.52
82 H -4.13 -1.68 -2.34
83 H 2.27 -4.24 1.14

Values from the calculation:
strongest force on any atom: 0.63 eV Å⁻¹
Kohn-Sham gap: 5.108 eV
E_HOMO: -0.2325 hartree
electronic energy: -4620.657237 a.u.

Mulliken atomic charge list, values in e, 6 entries: -0.47 0.34 -0.24 -0.14 -0.44 -0.12



2.
This record from the Open Molecules 2025 dataset describes 3 unconnected molecules or ions with the total composition C24H46N8O4P2 in a non-equilibrium geometry. The level of theory is wB97M-V/def2-TZVPD.

Element x y z (Å)
1 P -3.42 -2.20 4.83
2 P 4.52 1.48 -3.64
3 O -4.48 -2.75 3.91
4 O -1.01 2.58 0.97
5 O 3.51 0.86 -4.59
6 O -1.91 3.41 -0.90
7 N -1.37 0.16 -0.79
8 N -2.47 -1.40 3.64
9 N -2.05 -2.14 5.93
10 N 5.84 1.60 -2.49
11 N 5.49 2.27 -4.81
12 N -1.92 -1.01 -1.03
13 N 3.45 2.49 -2.75
14 N -4.42 -1.17 5.78
15 C -1.48 -3.51 6.05
16 C -2.19 1.12 -0.41
17 C -3.57 0.93 -0.23
18 C 6.44 0.25 -2.31
19 C -2.82 -1.65 2.26
20 C -0.63 -1.23 -5.19
21 C -1.94 -0.05 3.76
22 C 5.80 2.28 -1.21
23 C 3.43 3.92 -2.55
24 C 5.96 3.63 -4.70
25 C -2.02 -1.50 7.23
26 C -4.07 -0.32 -0.47
27 C -0.42 -1.20 -3.82
28 C -5.38 -1.86 6.62
29 C 2.48 1.78 -1.93
30 C -1.15 -2.10 -3.04
31 C -4.38 0.25 6.02
32 C -1.54 -2.11 -5.74
33 C -2.05 -3.00 -3.60
34 C -0.99 -2.06 -1.52
35 C -3.19 -1.32 -0.88
36 C -2.25 -3.02 -4.98
37 C -1.64 2.51 -0.10
38 C 5.20 1.98 -6.21
39 H -1.34 -3.01 -1.13
40 H -1.07 -1.74 7.72
41 H -0.07 -0.51 -5.79
42 H 6.41 3.84 -3.73
43 H 5.16 4.36 -4.90
44 H 4.24 4.44 -3.06
45 H -4.23 0.48 7.08
46 H 1.73 2.45 -1.52
47 H -0.53 -3.50 6.57
48 H 6.75 3.82 -5.43
49 H -2.17 -4.18 6.58
50 H -2.60 -3.69 -2.97
51 H 4.98 1.96 -0.56
52 H -3.57 0.76 5.49
53 H -2.82 -1.81 7.90
54 H 0.28 -0.52 -3.35
55 H 4.30 2.50 -6.56
56 H 2.97 1.26 -1.09
57 H 7.38 0.31 -1.75
58 H -5.12 -0.54 -0.35
59 H -1.30 -3.93 5.05
60 H -3.53 -2.32 -1.10
61 H 5.76 -0.42 -1.79
62 H -2.72 0.70 3.61
63 H -2.95 -3.70 -5.43
64 H -1.72 -2.11 -6.81
65 H 3.53 4.17 -1.48
66 H -5.97 -2.58 6.05
67 H -2.00 -1.35 1.59
68 H 5.07 0.91 -6.38
69 H -4.89 -2.41 7.44
70 H -2.01 -0.41 7.13
71 H -3.72 -1.08 1.97
72 H -6.09 -1.16 7.08
73 H -1.45 0.12 4.72
74 H 0.03 -1.83 -1.23
75 H 2.49 4.36 -2.89
76 H -4.21 1.74 0.07
77 H -3.00 -2.70 2.07
78 H -5.32 0.73 5.72
79 H 5.77 3.36 -1.34
80 H 6.73 2.08 -0.67
81 H 6.68 -0.18 -3.29
82 H 6.04 2.29 -6.84
83 H 1.94 1.03 -2.53
84 H -1.18 0.13 3.00

Values from the calculation:
strongest force on any atom: 6.52 eV Å⁻¹
Kohn-Sham gap: 6.780 eV
E_HOMO: -0.2884 hartree
electronic energy: -2363.645217 a.u.

Mulliken atomic charge list, values in e, 6 entries: 0.60 0.61 -0.85 -0.67 -0.82 -0.70



3.
This record from the Open Molecules 2025 dataset describes 7 unconnected molecules or ions with the total composition C24H46O11S2 in a non-equilibrium geometry. The level of theory is wB97M-V/def2-TZVPD.

Element x y z (Å)
1 S -4.69 26.00 12.15
2 S 7.30 17.57 2.31
3 O 1.12 25.17 1.91
4 O -0.29 16.61 18.65
5 O 0.15 19.50 11.12
6 O -8.30 21.06 4.19
7 O -0.47 19.04 8.86
8 O -5.08 24.97 11.13
9 O -3.55 26.89 11.93
10 O -1.71 18.35 10.54
11 O 7.13 19.04 2.28
12 O -5.85 14.81 0.31
13 O 8.23 16.89 1.43
14 C 2.67 24.60 3.56
15 C 1.29 24.99 3.07
16 C -7.89 22.14 3.77
17 C -5.46 15.42 -0.75
18 C -6.33 26.63 14.29
19 C -6.23 26.87 12.76
20 C -0.57 18.97 10.22
21 C -2.25 17.80 18.44
22 C -5.83 25.25 14.51
23 C -1.47 16.58 18.89
24 C -8.35 23.48 4.26
25 C -6.70 22.17 2.88
26 C -6.46 15.86 -1.73
27 C -4.53 25.15 13.76
28 C -1.59 17.92 7.06
29 C 6.77 15.81 4.29
30 C -2.09 15.44 19.65
31 C -3.96 15.69 -0.98
32 C -1.74 18.84 8.30
33 C 7.49 17.15 4.05
34 C 0.21 25.21 4.13
35 C -2.61 18.28 9.53
36 C 5.47 15.78 3.52
37 C 5.65 16.66 2.24
38 H -7.33 26.87 14.66
39 H -1.44 18.47 18.11
40 H -2.71 18.18 19.35
41 H 4.94 14.87 3.25
42 H -3.01 17.65 17.68
43 H -1.12 16.95 7.25
44 H -8.87 23.35 5.21
45 H -5.68 27.34 14.81
46 H 0.04 26.29 4.15
47 H -1.09 18.61 6.37
48 H -6.22 15.24 -2.59
49 H -6.99 26.37 12.16
50 H -3.52 18.83 9.78
51 H 3.09 25.59 3.74
52 H -2.56 17.64 6.65
53 H -6.51 16.94 -1.85
54 H -6.43 24.44 14.08
55 H 4.83 17.37 2.11
56 H 5.79 16.00 1.38
57 H -3.73 16.65 -1.45
58 H 6.57 15.66 5.35
59 H -7.49 24.10 4.50
60 H 4.77 16.46 4.00
61 H -9.03 23.98 3.57
62 H -3.45 15.56 -0.02
63 H -2.75 17.22 9.34
64 H 0.60 24.96 5.11
65 H -5.77 21.72 3.21
66 H -6.53 23.20 2.58
67 H -3.87 25.77 14.37
68 H -7.01 21.65 1.97
69 H -1.60 15.37 20.62
70 H -0.74 24.83 3.75
71 H 6.86 17.93 4.47
72 H 7.36 14.97 3.92
73 H -3.14 15.59 19.85
74 H 2.61 23.86 4.36
75 H -2.13 14.45 19.18
76 H -2.23 19.81 8.16
77 H 8.52 17.34 4.35
78 H -6.03 27.84 12.31
79 H -3.67 14.87 -1.62
80 H -7.49 15.60 -1.47
81 H -4.02 24.19 13.67
82 H -5.68 24.84 15.51
83 H 3.26 24.16 2.76

Values from the calculation:
strongest force on any atom: 5.74 eV Å⁻¹
structure (SMILES): C[C@H]1COC(=O)O1.O=S1(=O)CCCC1.O=S1(=O)CCCC1.CC(C)=O.CC(C)=O.CC(C)=O.CC(C)=O
Kohn-Sham gap: 9.733 eV
E_HOMO: -0.3466 hartree
electronic energy: -2565.921147 a.u.

Mulliken atomic charge list, values in e, 6 entries: 1.04 1.03 -0.53 -0.53 -0.58 -0.57